a | # C5H11N2O

A gas-phase ion, C5H11N2O (charge +1) (the ωB97M-V functional and the def2-TZVPD basis, OMol25).

Values from the calculation:
spin multiplicity: 1
gap between HOMO and LUMO: 9.602 eV
total charge: +1
highest occupied orbital energy: -13.35 eV
lowest unoccupied orbital energy: -3.75 eV

Last columns: bonded neighbours and bond lengths (Å).
Positions of all 19 atoms, in Å:
1 C -0.0604 -0.9084 0.5985  C2 1.520, C4 1.518, N6 1.228
2 C -0.6496 0.1082 -0.3662  C1 1.520, C5 1.535, N7 1.531, H9 1.098
3 C 1.2891 1.2885 0.5888  N7 1.411, O8 1.359, H10 1.126
4 C -0.8521 -2.2030 0.6345  C1 1.518, H11 1.028, H12 1.118, H13 1.061
5 C -0.3387 -0.1664 -1.8443  C2 1.535, H14 1.099, H15 1.102, H16 1.133
6 N 0.9769 -0.6912 1.2190  C1 1.228
7 N -0.0286 1.4270 0.1031  C2 1.531, C3 1.411, H17 1.070, H18 1.037
8 O 1.4169 1.9896 1.7464  C3 1.359, H19 1.063
9 H -1.7176 0.2188 -0.1357  C2 1.098
10 H 2.0952 1.5199 -0.1629  C3 1.126
11 H -1.8039 -1.8935 0.3994  C4 1.028
12 H -0.5413 -2.5608 1.6467  C4 1.118
13 H -0.4500 -2.9328 -0.0216  C4 1.061
14 H 0.5469 -0.7467 -2.1393  C5 1.099
15 H -0.3392 0.7350 -2.4777  C5 1.102
16 H -1.0861 -0.9627 -2.1466  C5 1.133
17 H -0.2253 2.1718 -0.6390  N7 1.070
18 H -0.6170 1.8221 0.8604  N7 1.037
19 H 2.3846 1.7846 2.1366  O8 1.063

These are the natural (NBO) partial charges, in e, on atoms 1 to 4: number 1, C, carries 0.206; number 2, C, carries -0.077; number 3, C, carries 0.350; number 4, C, carries -0.659

=====

b | # C5H11N2O

A gas-phase ion, C5H11N2O (charge +1) (the ωB97M-V functional and the def2-TZVPD basis, OMol25).

Values from the calculation:
spin multiplicity: 1
gap between HOMO and LUMO: 8.286 eV
total charge: +1
highest occupied orbital energy: -12.76 eV
lowest unoccupied orbital energy: -4.48 eV

Last columns: bonded neighbours and bond lengths (Å).
Positions of all 19 atoms, in Å:
1 C -1.2628 -0.8421 -0.0569  N6 1.354, N7 1.342
2 C 0.1611 1.7652 0.1101  C3 1.534, C4 1.513, H9 1.195, H10 1.091
3 C -1.2979 1.5608 -0.3190  C2 1.534, N6 1.485, H11 1.065, H12 1.067
4 C 1.0104 0.6265 -0.4095  C2 1.513, O8 1.252, H13 1.082
5 C 2.6154 -1.0648 -0.1624  O8 1.401, H14 1.138, H15 1.050, H16 1.188
6 N -1.8292 0.3294 0.3188  C1 1.354, C3 1.485, H17 1.073
7 N -1.7593 -1.9837 0.4435  C1 1.342, H18 1.026, H19 1.091
8 O 1.7524 -0.0712 0.3189  C4 1.252, C5 1.401
9 H 0.7120 2.7300 -0.3296  C2 1.195
10 H 0.0555 1.8194 1.1949  C2 1.091
11 H -1.9118 2.3878 -0.0477  C3 1.065
12 H -1.4345 1.3667 -1.3590  C3 1.067
13 H 0.9937 0.4546 -1.4778  C4 1.082
14 H 3.5930 -1.0684 0.4210  C5 1.138
15 H 2.7181 -1.0872 -1.2070  C5 1.050
16 H 2.2508 -2.1705 0.0752  C5 1.188
17 H -2.7059 0.4091 0.9315  N6 1.073
18 H -1.1239 -2.7885 0.4530  N7 1.026
19 H -2.5370 -2.3729 1.1022  N7 1.091

These are the natural (NBO) partial charges, in e, on atoms 1 to 4: number 1, C, carries 0.224; number 2, C, carries -0.521; number 3, C, carries -0.203; number 4, C, carries 0.517

=====

Best to worst by energy: b, a.